ORCA calculation (ωB97M-V/def2-TZVPD) on a 5-piece molecular cluster, C40H45F12NO13 overall.

## Properties
Kohn-Sham gap: 8.6 eV
F_max: 1.896 eV Å⁻¹
SMILES string: CC(=O)OCc1ccc2c(c1)C(=O)c1cccc(CCCCN(C)C(C)=O)c1C2=O.CCOC(=O)C(F)(F)F.CCOC(=O)C(F)(F)F.CCOC(=O)C(F)(F)F.CCOC(=O)C(F)(F)F

Last columns: bonded neighbours and bond lengths (Å).
Geometry (Å):
1 H -4.32 -0.81 2.99  C28 1.092
2 C 2.29 -6.84 -1.69  F10 1.331, C62 1.533, F65 1.341, F99 1.343
3 H 1.39 0.43 1.33  C54 1.096
4 C -6.99 4.74 3.66  C9 1.387, H42 1.085, C104 1.369
5 O -0.06 -7.15 -2.17  C62 1.193
6 C 1.51 -1.67 1.50  N22 1.449, C54 1.540, O96 1.215
7 H -0.88 -5.58 -4.20  C45 1.090
8 H -4.55 7.34 1.55  C75 1.092
9 C -7.30 4.63 5.00  C4 1.387, C92 1.368, C108 1.542
10 F 1.96 -6.52 -0.44  C2 1.331
11 C -6.40 2.42 3.71  C72 1.363, C82 1.520, C104 1.389
12 H 10.11 -4.07 -2.99  C55 1.090
13 C -3.61 0.83 1.72  C28 1.518, C52 1.396, C85 1.382
14 H 11.03 -3.81 -4.46  C55 1.088
15 H 9.20 -1.72 -3.18  C77 1.090
16 C 4.98 -7.16 -4.40  H18 1.091, H38 1.090, H48 1.087, C49 1.513
17 H 4.76 -5.07 -3.96  C49 1.088
18 H 5.74 -7.35 -3.65  C16 1.091
19 H 4.26 -5.49 -5.59  C49 1.090
20 H -4.14 5.25 5.37  C29 1.096
21 F 8.04 -3.80 -7.01  C64 1.342
22 N 0.74 -2.81 1.03  C6 1.449, C63 1.479, C95 1.490
23 H -4.99 8.65 -0.55  C103 1.090
24 H -4.67 6.13 3.95  C29 1.095
25 H 0.86 -7.58 -5.73  C40 1.088
26 H -7.44 3.36 6.73  C92 1.088
27 H 0.80 -0.38 -0.10  C54 1.097
28 C -3.40 -0.46 2.51  H1 1.092, C13 1.518, C61 1.554, H81 1.102
29 C -4.42 6.24 5.01  H20 1.096, H24 1.095, H89 1.093, C102 1.518
30 H -2.11 2.79 -0.60  C87 1.087
31 F -3.03 11.75 2.64  C60 1.331
32 F 12.55 -1.35 0.23  C53 1.331
33 F -5.12 11.51 3.12  C60 1.338
34 H -7.85 5.81 6.78  C108 1.094
35 O -6.84 6.98 5.36  C102 1.389, C108 1.438
36 H -1.78 0.76 0.58  C85 1.086
37 H -0.36 -3.05 2.84  C63 1.107
38 H 5.19 -7.81 -5.25  C16 1.090
39 H -6.69 8.72 -0.14  C103 1.088
40 C 0.37 -7.23 -4.82  H25 1.088, C45 1.514, H46 1.090, O106 1.441
41 O 5.93 -6.22 -7.27  C109 1.194
42 H -7.07 5.69 3.13  C4 1.085
43 H 2.59 -0.30 0.17  C54 1.090
44 C 11.51 -2.47 -1.59  O47 1.195, C53 1.534, O90 1.328
45 C -0.37 -5.94 -5.09  H7 1.090, C40 1.514, H67 1.091, H70 1.089
46 H -0.30 -8.02 -4.49  C40 1.090
47 O 10.48 -2.64 -1.00  C44 1.195
48 H 4.00 -7.43 -4.00  C16 1.087
49 C 5.00 -5.70 -4.82  C16 1.513, H17 1.088, H19 1.090, O76 1.441
50 H 2.60 -3.73 1.24  C95 1.095
51 F 13.39 -1.01 -1.72  C53 1.339
52 C -4.74 1.62 1.94  C13 1.396, C82 1.509, C83 1.388
53 C 12.79 -1.93 -0.95  F32 1.331, C44 1.534, F51 1.339, F97 1.341
54 C 1.61 -0.40 0.64  H3 1.096, C6 1.540, H27 1.097, H43 1.090
55 C 10.61 -3.31 -3.59  H12 1.090, H14 1.088, C77 1.514, O90 1.440
56 H 1.41 -4.70 0.43  C95 1.103
57 O -6.68 4.34 0.73  C84 1.215
58 C -4.26 10.21 1.32  C60 1.534, O73 1.327, O110 1.195
59 H -1.12 -3.72 1.38  C63 1.097
60 C -4.23 11.52 2.11  F31 1.331, F33 1.338, C58 1.534, F74 1.341
61 C -2.84 -1.65 1.68  C28 1.554, H66 1.099, C94 1.561, H107 1.093
62 C 1.06 -7.02 -2.58  C2 1.533, O5 1.193, O106 1.329
63 C -0.54 -2.87 1.76  N22 1.479, H37 1.107, H59 1.097, C94 1.536
64 C 8.05 -5.13 -6.82  F21 1.342, F78 1.341, F98 1.329, C109 1.534
65 F 3.01 -7.97 -1.62  C2 1.341
66 H -3.05 -2.55 2.28  C61 1.099
67 H 0.33 -5.16 -5.40  C45 1.091
68 H 8.86 -2.65 -4.65  C77 1.089
69 H -5.77 6.53 0.56  C75 1.089
70 H -1.11 -6.08 -5.88  C45 1.089
71 H -8.74 6.16 5.24  C108 1.094
72 C -6.74 2.30 5.02  C11 1.363, H80 1.086, C92 1.394
73 O -5.51 9.86 1.07  C58 1.327, C103 1.440
74 F -4.53 12.56 1.33  C60 1.341
75 C -5.56 7.42 1.14  H8 1.092, H69 1.089, C103 1.513, H105 1.091
76 O 6.32 -5.32 -5.25  C49 1.441, C109 1.327
77 C 9.66 -2.23 -4.03  H15 1.090, C55 1.514, H68 1.089, H91 1.091
78 F 8.92 -5.39 -5.84  C64 1.341
79 H 1.31 -4.51 2.25  C95 1.095
80 H -6.64 1.35 5.53  C72 1.086
81 H -2.72 -0.22 3.34  C28 1.102
82 C -5.84 1.26 2.90  C11 1.520, C52 1.509, O86 1.214
83 C -4.89 2.81 1.25  C52 1.388, C84 1.517, C100 1.370
84 C -6.11 3.66 1.56  O57 1.215, C83 1.517, C104 1.512
85 C -2.70 1.29 0.79  C13 1.382, H36 1.086, C87 1.378
86 O -6.33 0.16 3.03  C82 1.214
87 C -2.87 2.48 0.11  H30 1.087, C85 1.378, C100 1.380
88 H -4.07 4.20 -0.21  C100 1.085
89 H -3.58 6.93 5.08  C29 1.093
90 O 11.73 -2.75 -2.87  C44 1.328, C55 1.440
91 H 10.18 -1.46 -4.61  C77 1.091
92 C -7.20 3.44 5.68  C9 1.368, H26 1.088, C72 1.394
93 H -1.07 -1.22 0.53  C94 1.099
94 C -1.29 -1.54 1.56  C61 1.561, C63 1.536, H93 1.099, H111 1.096
95 C 1.55 -4.03 1.30  N22 1.490, H50 1.095, H56 1.103, H79 1.095
96 O 2.07 -1.66 2.57  C6 1.215
97 F 13.68 -2.92 -0.74  C53 1.341
98 F 8.53 -5.68 -7.93  C64 1.329
99 F 3.11 -5.88 -2.14  C2 1.343
100 C -3.98 3.26 0.33  C83 1.370, C87 1.380, H88 1.085
101 O -5.39 6.89 7.06  C102 1.209
102 C -5.58 6.71 5.88  C29 1.518, O35 1.389, O101 1.209
103 C -5.69 8.66 0.28  H23 1.090, H39 1.088, O73 1.440, C75 1.513
104 C -6.53 3.62 3.02  C4 1.369, C11 1.389, C84 1.512
105 H -6.25 7.47 1.98  C75 1.091
106 O 1.43 -7.03 -3.86  C40 1.441, C62 1.329
107 H -3.33 -1.74 0.71  C61 1.093
108 C -7.77 5.93 5.69  C9 1.542, H34 1.094, O35 1.438, H71 1.094
109 C 6.64 -5.64 -6.50  O41 1.194, C64 1.534, O76 1.327
110 O -3.28 9.62 0.95  C58 1.195
111 H -0.93 -0.73 2.21  C94 1.096

Atom charges from the Mulliken analysis, given in e for atoms 1 to 8:
1 H 0.451
2 C 0.970
3 H 0.292
4 C -0.321
5 O -0.526
6 C 0.599
7 H 0.315
8 H 0.320